# C9H18N2O4

An isolated molecule of C9H18N2O4 (ωB97M-V with the def2-TZVPD basis set, OMol25).

Atoms and positions in Å:
C1 -1.087 -0.547 1.142
C2 0.052 -0.598 0.073
C3 -1.727 -1.954 1.263
C4 -3.053 -1.860 2.089
C5 -0.778 -2.898 2.029
C6 1.580 0.920 -1.114
C7 2.700 1.436 -0.218
C8 1.273 1.941 -2.212
C9 2.337 2.082 -3.276
H1 -2.479 0.826 1.605
H2 -2.554 0.371 0.064
H3 -0.535 -0.343 2.082
H4 -2.081 -2.361 0.278
H5 -3.813 -1.239 1.576
H6 -3.555 -2.806 2.228
H7 -2.919 -1.423 3.077
H8 -1.319 -3.828 2.095
H9 0.172 -3.041 1.487
H10 -0.698 -2.424 3.079
H11 -0.262 1.374 -0.170
H12 1.933 0.028 -1.635
H13 1.082 2.892 -1.691
H14 -0.235 0.770 -2.416
H15 2.307 1.159 -3.877
H16 3.425 2.154 -2.941
H17 2.013 2.932 -3.886
H18 2.966 2.085 1.540
N1 -1.891 0.642 0.813
N2 0.336 0.606 -0.428
O1 0.612 -1.616 -0.206
O2 3.826 1.598 -0.572
O3 0.103 1.524 -2.915
O4 2.270 1.599 1.038

Calculated values
Energy relative to the best compared isomer or geometry (same formula, charge and spin) in kcal/mol: 32.7
Frontier orbital gap in eV: 10.131
Total energy in eV: -20795.7402
HOMO energy in eV: -9.59
SMILES: CC(C)[C@H](N)C(=O)N[C@H](C(=O)O)[C@@H](C)O